(1)
Density functional theory data (wB97M-V/def2-TZVPD) for a 10-piece molecular cluster, C51H60N11 overall.

The geometry in XYZ format:
```
122
Properties=species:S:1:pos:R:3:forces:R:3:lowdin_charge:R:1
C -3.90165 -6.33363 -1.15223 -0.131 0.006 -0.103 -0.07
C -2.46273 -6.33601 -0.67503 0.174 -0.164 -0.110 -0.25
N -1.78214 -5.09967 -1.10225 -0.131 -0.130 0.206 0.02
N -0.52966 -4.94600 -0.40651 0.012 -0.186 -0.132 -0.10
C -0.67714 -4.39907 1.00192 0.062 -0.014 -0.032 -0.07
C -0.23264 -2.94960 0.88850 0.147 -0.135 0.266 -0.16
C 0.93429 -3.06128 -0.09533 -0.097 0.046 -0.035 -0.14
C 0.31467 -3.94766 -1.15988 -0.061 0.273 -0.162 -0.11
H -4.45790 -7.13630 -0.66859 0.044 -0.005 -0.027 0.08
H -3.97595 -6.49071 -2.22996 0.072 0.029 0.015 0.07
H -4.39001 -5.38706 -0.91782 0.064 -0.039 0.063 0.08
H -2.42789 -6.40222 0.41373 -0.038 0.129 -0.017 0.11
H -1.91781 -7.20393 -1.07209 -0.101 -0.089 0.115 0.11
H -1.50579 -5.19743 -2.08164 -0.032 0.185 -0.064 0.10
H -0.04186 -5.84614 -0.37308 0.005 0.008 0.034 0.18
H 0.03036 -4.96296 1.61202 -0.044 0.003 0.010 0.14
H -1.68110 -4.58518 1.37172 -0.060 0.110 -0.173 0.13
H -1.01167 -2.28867 0.50855 -0.061 -0.110 0.057 0.09
H 0.04309 -2.58568 1.87765 0.070 0.102 -0.092 0.12
H 1.81366 -3.51143 0.37033 -0.018 -0.027 -0.042 0.12
H 1.22256 -2.10458 -0.52786 0.019 -0.016 0.054 0.13
H 0.93962 -4.48200 -1.86836 0.169 0.038 0.195 0.10
H -0.41776 -3.37631 -1.73041 0.148 0.030 -0.043 0.13
N -2.07236 -0.22372 1.30336 -0.002 -0.053 -0.037 0.03
C -1.42075 0.53053 2.19006 -0.023 0.040 0.001 -0.15
C -1.48140 1.91553 2.21861 -0.023 0.020 -0.002 -0.06
C -2.26379 2.55555 1.26827 0.035 0.035 0.031 -0.09
C -2.94725 1.78770 0.33903 0.002 -0.011 0.009 -0.07
C -2.82097 0.40850 0.39919 -0.006 0.044 0.009 -0.16
H -0.81956 0.00156 2.92276 -0.002 -0.014 -0.006 0.10
H -0.93234 2.47108 2.97038 -0.001 -0.036 -0.001 0.08
H -2.32999 3.63550 1.24728 0.006 -0.006 -0.085 0.09
H -3.56545 2.24544 -0.42166 0.012 0.001 -0.007 0.11
H -3.34777 -0.21816 -0.31320 0.007 -0.014 0.006 0.10
N 0.02357 4.65995 0.06381 -0.061 -0.003 0.000 0.06
C 0.25954 5.84072 0.63098 0.056 -0.027 0.106 -0.16
C 1.44627 6.14737 1.28483 -0.009 0.055 0.004 -0.07
C 2.44119 5.18802 1.34986 -0.010 -0.036 0.005 -0.07
C 2.20670 3.95501 0.76025 -0.008 0.007 0.011 -0.07
C 0.98811 3.74332 0.13561 0.020 -0.005 0.006 -0.17
H -0.54794 6.56476 0.59534 -0.035 -0.048 -0.056 0.08
H 1.57137 7.11864 1.74559 0.008 0.001 -0.013 0.10
H 3.38119 5.37203 1.85208 0.005 -0.010 -0.008 0.07
H 2.95591 3.17553 0.79401 -0.001 0.002 -0.001 0.10
H 0.76918 2.78519 -0.32605 -0.012 0.007 -0.008 0.10
N -6.42917 4.52553 2.72444 -0.019 0.020 0.020 0.05
C -5.67420 3.49218 2.35474 0.006 0.021 0.017 -0.16
C -5.27113 2.48691 3.22009 0.005 -0.042 0.012 -0.07
C -5.67880 2.55185 4.54347 0.001 0.023 -0.013 -0.07
C -6.46697 3.61899 4.94169 0.009 0.011 0.008 -0.07
C -6.81137 4.57685 3.99830 0.016 -0.047 0.021 -0.15
H -5.36713 3.47472 1.31408 -0.012 -0.006 -0.004 0.10
H -4.64802 1.67856 2.86078 -0.001 0.001 0.001 0.09
H -5.38344 1.78829 5.25139 0.000 0.000 -0.002 0.11
H -6.80748 3.71718 5.96345 0.002 -0.004 -0.002 0.10
H -7.42135 5.42696 4.28448 -0.013 -0.002 -0.021 0.10
N -0.10910 -4.89752 -4.12105 -0.225 -0.081 0.049 0.04
C -1.03232 -5.25251 -5.01730 0.104 0.278 -0.184 -0.19
C -0.76240 -5.43340 -6.36338 -0.052 0.025 0.022 -0.05
C 0.53412 -5.23409 -6.81165 0.006 0.024 0.018 -0.05
C 1.50453 -4.85672 -5.89751 -0.008 -0.038 -0.002 -0.05
C 1.13104 -4.70642 -4.57162 0.036 -0.023 -0.017 -0.14
H -2.04220 -5.39465 -4.64486 -0.017 0.067 -0.015 0.10
H -1.55459 -5.72311 -7.03993 0.001 0.003 -0.005 0.11
H 0.78342 -5.36808 -7.85605 -0.003 -0.004 0.002 0.11
H 2.53906 -4.70272 -6.17486 0.006 -0.036 -0.002 0.08
H 1.88395 -4.42188 -3.84201 -0.012 -0.008 0.011 0.10
N -3.06882 7.30872 1.37048 0.096 0.016 0.017 0.04
C -4.22297 6.99448 1.95603 -0.017 0.032 -0.046 -0.15
C -5.25903 7.89804 2.13940 -0.013 -0.025 -0.001 -0.06
C -5.08615 9.20036 1.70126 0.009 -0.007 -0.001 -0.07
C -3.88642 9.54319 1.09651 0.007 0.003 0.001 -0.07
C -2.91411 8.56517 0.95471 -0.070 0.015 -0.018 -0.16
H -4.33701 5.97178 2.29280 0.019 -0.009 -0.007 0.08
H -6.17694 7.56871 2.60629 -0.003 0.004 -0.009 0.10
H -5.87110 9.93515 1.82538 0.001 -0.001 0.001 0.11
H -3.70360 10.54680 0.73737 -0.003 -0.002 0.002 0.10
H -1.96689 8.80410 0.48156 0.002 -0.017 -0.003 0.10
N 5.69620 4.28496 2.59815 -0.052 0.032 -0.009 0.05
C 5.95436 5.44766 3.19278 0.053 -0.007 0.027 -0.16
C 7.14324 5.72784 3.85019 -0.002 0.003 0.001 -0.07
C 8.12074 4.74741 3.89497 -0.015 0.000 -0.007 -0.08
C 7.86555 3.53188 3.28098 0.001 -0.008 -0.001 -0.07
C 6.64417 3.35190 2.64910 0.021 0.009 0.010 -0.16
H 5.17380 6.20009 3.14600 -0.012 -0.012 -0.012 0.10
H 7.29293 6.69362 4.31307 0.002 -0.003 0.000 0.10
H 9.06206 4.92706 4.39766 -0.001 -0.001 -0.001 0.11
H 8.59601 2.73440 3.28797 0.000 0.004 0.000 0.10
H 6.41810 2.41089 2.15957 -0.014 0.005 -0.005 0.10
N 4.88069 -4.69130 -5.50569 -0.064 0.045 0.008 0.04
C 5.22416 -3.42170 -5.29438 0.064 0.001 -0.005 -0.16
C 6.53006 -3.00501 -5.08614 -0.004 0.003 -0.002 -0.07
C 7.53663 -3.95749 -5.09822 -0.015 -0.001 -0.002 -0.07
C 7.19326 -5.28149 -5.31790 -0.002 -0.012 -0.004 -0.07
C 5.85730 -5.59670 -5.51629 0.026 0.009 0.010 -0.15
H 4.41645 -2.69660 -5.29818 -0.011 -0.011 -0.002 0.10
H 6.74755 -1.95805 -4.92514 0.002 -0.004 0.002 0.10
H 8.56901 -3.67270 -4.94323 -0.001 0.000 0.000 0.11
H 7.94268 -6.06063 -5.33983 0.000 0.005 0.000 0.10
H 5.55879 -6.62367 -5.69420 -0.016 0.003 0.004 0.11
N 1.15995 -9.18348 -2.94925 0.027 -0.020 0.031 0.06
C 0.34049 -8.15057 -3.11553 -0.004 0.002 0.005 -0.17
C -0.80281 -8.19060 -3.89603 -0.168 0.068 0.024 -0.09
C -1.11724 -9.36728 -4.55834 0.096 -0.049 0.098 -0.06
C -0.26676 -10.44914 -4.40226 -0.001 -0.024 -0.007 -0.06
C 0.85125 -10.30936 -3.58885 -0.033 0.013 -0.023 -0.14
H 0.62111 -7.22982 -2.60817 0.001 0.004 -0.031 0.08
H -1.42147 -7.30709 -3.99470 0.057 -0.280 0.069 0.06
H -2.00134 -9.43949 -5.17793 0.001 0.002 -0.013 0.11
H -0.46038 -11.39107 -4.89674 0.003 0.001 0.000 0.11
H 1.52989 -11.14239 -3.44729 0.007 0.005 0.010 0.11
N -0.34655 4.26316 4.61796 -0.019 -0.030 0.000 0.06
C 0.40518 4.81146 5.57173 0.000 0.046 -0.004 -0.15
C 0.52300 6.18071 5.75936 0.010 -0.017 0.000 -0.07
C -0.16849 7.03074 4.90887 0.005 -0.021 -0.017 -0.07
C -0.95010 6.47585 3.90936 0.022 -0.011 0.051 -0.07
C -1.00841 5.09345 3.81609 0.061 0.008 -0.055 -0.15
H 0.93972 4.12410 6.21796 -0.003 -0.012 -0.009 0.10
H 1.14679 6.56563 6.55481 -0.003 0.003 -0.002 0.10
H -0.09400 8.10511 5.02086 -0.003 -0.002 0.007 0.11
H -1.49919 7.07544 3.19685 -0.003 0.022 0.052 0.08
H -1.60578 4.63227 3.03770 -0.038 0.050 0.007 0.08
```
Forces are in eV/Å.

## Properties
**Net charge**: +1
**Kohn-Sham gap**: 8.536 eV

***

(2)
Density functional theory data (wB97M-V/def2-TZVPD) for C51H61Ge2MnN3 as an isolated structure.

The geometry in XYZ format:
```
118
Properties=species:S:1:pos:R:3:forces:R:3:lowdin_charge:R:1
Mn 0.09039 1.18444 0.67218 0.757 1.128 -0.030 0.80
C 4.00350 2.01748 0.50291 -0.018 -0.016 -0.067 -0.03
C 3.92671 0.74559 1.29732 -0.021 -0.040 0.011 -0.22
C 5.00621 -0.13125 1.28119 0.008 0.001 -0.018 -0.05
C 5.05196 -1.22002 2.13338 0.023 -0.015 0.011 -0.08
C 4.04639 -1.39200 3.07056 -0.011 -0.012 -0.018 -0.05
C 2.94759 -0.54041 3.10772 -0.033 -0.026 -0.063 -0.23
C 1.98860 -0.64142 4.26415 -0.078 -0.058 -0.090 -0.04
C 2.84107 0.46852 2.13796 -0.008 0.037 0.033 -0.24
N 1.64858 1.25803 2.05590 -0.114 -0.132 0.205 0.01
C 1.52746 2.27440 2.93008 0.047 0.043 -0.040 -0.28
C 2.59808 2.61909 3.92475 0.030 0.022 0.010 -0.01
C 0.35324 3.06125 2.87976 0.003 -0.028 0.046 -0.29
C 0.17773 4.19238 3.85260 0.015 0.051 -0.001 -0.01
N -0.53748 2.76147 1.93725 -0.022 0.125 -0.011 0.02
C -1.72235 3.55612 1.82476 0.018 -0.097 0.095 -0.23
C -2.76147 3.44333 2.75393 -0.023 0.058 0.016 -0.22
C -2.65680 2.62148 4.01276 0.003 -0.100 -0.064 -0.04
C -3.92168 4.18715 2.55138 0.014 0.003 -0.005 -0.05
C -4.04325 5.04378 1.47389 0.003 0.008 0.007 -0.08
C -2.97998 5.19189 0.59762 -0.015 -0.010 -0.024 -0.04
C -1.81053 4.46541 0.76420 -0.017 -0.009 -0.079 -0.22
C -0.65048 4.67997 -0.16213 0.083 0.049 0.041 -0.04
H 4.82329 2.63306 0.88269 -0.004 -0.010 -0.003 0.09
H 3.08483 2.58990 0.58681 -0.030 0.040 -0.036 0.06
H 4.19926 1.82467 -0.55205 -0.022 -0.021 -0.056 0.08
H 5.82451 0.05900 0.59572 -0.001 -0.001 0.007 0.12
H 5.89115 -1.90308 2.10147 -0.003 0.001 -0.001 0.10
H 4.11657 -2.18854 3.80280 0.000 0.001 -0.005 0.11
H 2.42718 -0.15754 5.14144 -0.011 0.003 -0.012 0.09
H 1.79711 -1.68091 4.52888 -0.004 -0.022 -0.003 0.08
H 1.03874 -0.15191 4.06154 -0.052 -0.013 -0.030 0.06
H 3.47734 1.99223 3.80440 -0.006 0.012 0.013 0.08
H 2.23309 2.50152 4.94838 -0.008 0.006 -0.003 0.09
H 2.90753 3.66067 3.81600 -0.006 0.002 -0.001 0.09
H 1.01069 4.89480 3.78211 0.005 -0.006 -0.006 0.09
H 0.15465 3.82711 4.88233 0.003 -0.002 -0.006 0.09
H -0.74266 4.73778 3.66302 0.029 0.008 0.004 0.08
H -3.41317 1.83657 4.03263 -0.030 -0.042 -0.006 0.07
H -2.82480 3.25771 4.88457 0.007 -0.015 -0.006 0.09
H -1.68323 2.15190 4.12559 0.001 -0.070 -0.016 0.06
H -4.73173 4.09610 3.26644 -0.001 -0.004 -0.003 0.11
H -4.95448 5.60872 1.32592 -0.003 -0.004 0.000 0.10
H -3.05771 5.87454 -0.23994 0.006 0.004 0.008 0.11
H -0.96373 5.21564 -1.05745 -0.001 0.002 -0.002 0.09
H -0.20993 3.73822 -0.48258 -0.028 0.142 -0.001 0.02
H 0.13741 5.26143 0.32705 0.002 0.009 0.019 0.09
C -3.30569 -1.19070 2.78712 -0.008 -0.002 0.075 -0.17
C -2.31850 -0.31768 2.01995 0.235 0.390 -0.195 -0.38
Ge -1.25339 -1.41070 0.73680 -0.882 -1.337 -0.390 0.86
C 0.15967 -2.29246 1.83545 0.231 0.188 -0.186 -0.36
C 0.06248 -3.81371 1.90896 0.013 -0.044 -0.012 -0.16
C -2.43934 -2.95350 0.36460 -0.100 -0.067 0.309 -0.27
C -2.57689 -3.21020 -0.94352 -0.065 -0.084 0.001 -0.33
Ge -1.56031 -1.75817 -1.78152 0.224 0.156 0.308 0.93
C 0.04731 -2.44637 -2.66136 0.046 0.022 -0.111 -0.35
C -0.22467 -2.97706 -4.07088 0.090 -0.028 -0.003 -0.16
C -2.58597 -0.46817 -2.83541 -0.088 -0.083 -0.052 -0.36
C -3.69994 -1.05676 -3.70007 0.026 -0.021 -0.036 -0.17
C -3.26545 -4.39161 -1.52284 0.055 0.021 0.122 -0.22
C -3.74933 -5.41855 -0.70576 -0.035 0.005 -0.016 -0.04
C -4.37941 -6.52587 -1.24514 0.008 0.005 -0.002 -0.08
C -4.53815 -6.64177 -2.62113 -0.001 -0.006 -0.002 -0.09
C -4.05248 -5.64121 -3.44623 0.012 -0.005 -0.005 -0.08
C -3.42031 -4.53304 -2.89825 -0.020 0.022 -0.038 -0.06
H -3.83047 -0.60535 3.54669 0.006 -0.003 0.002 0.06
H -2.80655 -2.01702 3.29972 0.012 -0.004 -0.014 0.07
H -4.05511 -1.61954 2.12240 0.008 0.002 -0.017 0.07
H -1.62032 0.15206 2.71622 0.026 0.104 0.119 0.03
H -2.82912 0.49277 1.49574 -0.034 -0.019 0.007 0.05
H 0.04517 -1.85769 2.82574 0.037 0.027 0.164 0.04
H 1.15806 -2.01719 1.49230 0.017 0.054 0.065 0.03
H -0.84226 -4.13917 2.42421 -0.018 0.016 -0.025 0.06
H 0.91621 -4.22728 2.45319 -0.015 0.008 -0.002 0.07
H 0.04997 -4.27073 0.91777 0.000 0.011 -0.009 0.06
H -2.86318 -3.59390 1.13891 -0.054 -0.036 -0.046 0.05
H 0.45029 -3.23147 -2.01675 0.030 -0.010 -0.026 0.07
H 0.79750 -1.65740 -2.70059 -0.011 -0.035 0.012 0.02
H -0.87999 -3.84893 -4.05917 0.009 0.015 0.004 0.05
H 0.70665 -3.27614 -4.55710 -0.008 -0.003 -0.014 0.07
H -0.68994 -2.21611 -4.70251 -0.015 0.008 -0.001 0.06
H -1.88067 0.09766 -3.44764 -0.053 0.052 0.045 0.05
H -3.00095 0.24711 -2.12772 -0.005 -0.138 -0.142 0.01
H -3.31652 -1.66243 -4.52353 0.005 -0.043 0.000 0.05
H -4.28704 -0.24817 -4.14038 -0.007 -0.012 -0.016 0.07
H -4.38371 -1.67668 -3.11889 -0.004 -0.028 0.017 0.06
H -3.62691 -5.35191 0.36722 -0.003 -0.006 -0.002 0.10
H -4.74448 -7.30694 -0.59016 -0.004 0.001 -0.001 0.10
H -5.03021 -7.50844 -3.04322 0.000 0.001 0.001 0.10
H -4.16219 -5.71938 -4.52047 0.001 -0.002 0.000 0.10
H -3.04068 -3.76520 -3.55781 -0.019 0.080 -0.010 0.07
N -2.25276 2.01008 -1.27827 0.160 0.269 0.147 0.09
C -1.35491 1.69170 -0.62423 -0.391 -0.345 0.003 -0.31
C 5.07277 -1.93209 -3.29876 0.000 -0.007 0.006 -0.09
C 4.66178 -0.63292 -3.56115 -0.010 0.009 0.002 -0.07
C 3.66121 -0.04116 -2.80402 0.021 0.019 -0.030 -0.02
C 3.05227 -0.74477 -1.76265 0.002 0.058 0.067 -0.22
C 3.48978 -2.04518 -1.49959 -0.005 -0.003 0.029 -0.05
C 4.48212 -2.63909 -2.26015 0.007 0.003 -0.018 -0.08
C 2.00290 -0.19676 -0.87528 0.023 -0.065 -0.006 -0.12
C 1.27416 0.91851 -0.97071 0.029 -0.122 0.096 -0.16
C 1.24754 1.82443 -2.13661 -0.032 0.000 0.010 -0.28
C 0.70834 1.35345 -3.33506 -0.016 -0.027 -0.042 -0.05
C 0.66340 2.15518 -4.46126 -0.001 -0.002 0.018 -0.06
C 1.15959 3.45209 -4.41299 -0.006 0.010 0.000 -0.08
C 1.68748 3.93661 -3.22631 0.021 -0.003 -0.009 -0.08
C 1.72354 3.13311 -2.09461 -0.004 -0.029 0.014 -0.06
H 5.85259 -2.38785 -3.89524 -0.003 -0.002 -0.001 0.10
H 5.12325 -0.07079 -4.36325 0.000 -0.002 0.001 0.10
H 3.35910 0.97178 -3.02925 0.026 -0.012 0.017 0.10
H 3.04152 -2.59128 -0.67644 -0.004 -0.008 0.000 0.11
H 4.79843 -3.65073 -2.03976 0.002 0.003 0.003 0.10
H 1.84960 -0.83408 -0.00497 0.008 0.038 -0.024 0.07
H 0.33240 0.33807 -3.37478 0.011 0.059 -0.010 0.09
H 0.23679 1.76932 -5.37845 0.009 -0.003 -0.009 0.11
H 1.12837 4.08141 -5.29289 -0.005 0.001 0.003 0.10
H 2.07304 4.94725 -3.17605 -0.011 0.002 0.000 0.10
H 2.12703 3.53242 -1.17412 0.035 -0.016 0.035 0.10
```
Forces are in eV/Å.

## Properties
**Energy above the lowest of the compared OMol25 structures with the same formula, charge and spin**: 154.4 kJ/mol
**Multiplicity**: 6
**Net charge**: 0
**Kohn-Sham gap (alpha / beta)**: 6.157 / 7.558 eV

***

Largest force on an atom per entry: 0.35; 1.65 eV/A